DFT (ωB97M-V/def2-TZVPD) results for a molecular structure, C28H29BrIN6O3SZr in a non-equilibrium geometry.

Summary:
* M: 827.7 Da
* ΔE to the lowest compared entry with this formula, charge and spin: 126.6 kJ/mol
* largest force on an atom: 2.2 eV/Å
* total energy: -134824.27212 eV
* HOMO energy: -15.84 eV
* frontier orbital gap: 6.12 eV
* charge: +3
* LUMO energy: -9.722 eV

Positions of all 70 atoms, in Å:
Zr 0.43782 -0.12005 -0.09620
C -0.98716 2.43889 2.20166
C -1.25276 1.00280 1.85385
C -2.47283 0.63398 1.26124
C -2.85685 -0.69030 1.17868
C -1.99841 -1.70341 1.60695
C -0.76778 -1.38003 2.15185
C -0.39856 -0.02472 2.29534
H -0.82012 3.05784 1.31825
H -0.13272 2.53994 2.86638
H -1.86048 2.84495 2.71532
H -3.17482 1.41081 0.98253
H -3.84274 -0.93883 0.80612
H -2.31990 -2.73666 1.57420
H -0.17516 -2.15580 2.61904
H 0.41517 0.22881 2.96622
N 2.00648 -2.31232 -7.63394
C 2.06423 -1.94415 -6.35171
C 1.09094 -2.39875 -5.42374
C 1.15564 -2.02909 -4.10952
C 2.21213 -1.21256 -3.68162
C 3.17786 -0.73020 -4.57636
C 3.09582 -1.08815 -5.89080
S 2.25036 -0.69008 -2.05912
O 1.36591 -1.57991 -1.16399
O 3.51384 -0.46087 -1.45393
N 1.39946 0.69478 -1.76181
C 0.23592 1.14295 -2.32457
N -0.64587 1.51673 -1.35156
C -1.74192 2.16299 -1.78242
C -1.98663 2.36722 -3.11912
C -1.07648 1.81973 -4.02241
N 0.03281 1.20658 -3.62437
H 1.32055 -2.97277 -7.95607
H 2.70889 -2.02200 -8.29334
H 0.30010 -3.05202 -5.77076
H 0.42131 -2.37104 -3.39150
H 3.98626 -0.10139 -4.22453
H 3.83152 -0.72432 -6.59624
H -2.42283 2.53352 -1.02657
H -2.85681 2.91370 -3.45111
H -1.22818 1.87594 -5.09416
N -1.20082 -1.22292 -1.15838
C -1.80696 -2.05413 -1.70891
N -2.47798 -2.97043 -2.29716
C -3.68126 -2.71195 -3.12287
C -3.48815 -3.37042 -4.48681
O -3.15992 -4.73312 -4.34899
C -1.95826 -4.93082 -3.64248
C -2.09355 -4.40269 -2.21868
H -3.84168 -1.64014 -3.22397
H -4.53518 -3.16379 -2.61555
H -2.70910 -2.83983 -5.05243
H -4.42124 -3.32342 -5.04488
H -1.12347 -4.42435 -4.14895
H -1.76442 -6.00141 -3.62857
H -1.17047 -4.51890 -1.65349
H -2.90412 -4.93174 -1.71490
Br 2.56400 -1.19713 1.54633
C 3.20375 0.05386 2.89765
C 3.72622 -0.44648 4.07214
C 4.23286 0.44658 5.00735
C 4.23159 1.80988 4.75393
C 3.70013 2.30606 3.56966
C 3.17469 1.41936 2.64880
I 2.31061 2.15960 0.84116
H 3.75435 -1.51279 4.25477
H 4.63411 0.06548 5.93628
H 4.64532 2.49922 5.47692
H 3.71257 3.36803 3.36328

=====

DFT (ωB97M-V/def2-TZVPD) results for 2 unconnected molecules or ions with the total composition C28H29ClFN2O2 in a non-equilibrium geometry.

Summary:
* M: 480.0 Da
* largest force on an atom: 2.9 eV/Å
* total energy: -51810.83276 eV
* HOMO energy: -10.39 eV
* frontier orbital gap: 8.01 eV
* charge: +1
* LUMO energy: -2.387 eV

Positions of all 63 atoms, in Å:
Cl 10.74533 13.43717 3.62952
C 11.17263 11.75432 3.10357
N 9.99734 10.88045 3.07694
C 9.33445 10.66897 4.46315
C 8.17933 9.70764 4.29817
N 8.11310 9.33077 2.86223
F 5.10960 6.20048 4.63390
C 9.29672 8.54694 2.56193
C 10.47807 9.49824 2.64085
C 7.76802 10.43380 2.01667
C 8.93548 11.39387 2.07512
H 11.56888 11.81723 2.08979
H 11.90318 11.36678 3.81310
H 10.12093 10.25219 5.10302
H 9.03653 11.65039 4.83472
H 8.35991 8.77677 4.86368
H 7.21743 10.14219 4.61064
H 9.37920 7.78642 3.35728
H 9.19307 8.04891 1.58978
H 10.98416 9.61888 1.67129
H 11.20033 9.18470 3.40246
H 7.56490 10.06197 1.00005
H 6.84968 10.88483 2.42435
H 8.64296 12.39149 2.40951
H 9.44515 11.46808 1.09917
C 3.06334 3.52235 5.99095
C 2.88963 4.91720 6.15787
C 2.67908 5.75993 5.05359
C 3.34525 5.26031 3.88174
C 4.54843 6.15572 3.38581
C 4.29787 7.73665 2.83352
C 3.97438 8.14126 1.36622
C 3.66664 7.25820 0.32573
C 3.50377 7.72666 -0.98016
C 3.64510 9.08266 -1.30842
C 3.89261 9.97608 -0.26033
C 4.03031 9.51374 1.05221
O 4.51113 8.60714 3.65525
C 5.83802 5.80166 2.46850
C 6.68577 4.55629 2.66568
C 7.42942 4.45504 3.84609
C 8.22479 3.30786 4.04927
C 8.48102 2.40289 3.01374
C 7.97200 2.71487 1.74844
C 7.14599 3.82577 1.53540
O 6.28332 6.61563 1.67407
C 3.39918 3.88847 3.63067
C 3.27718 2.98625 4.70573
H 3.07984 2.80865 6.83286
H 2.96573 5.27138 7.20694
H 2.30055 6.80291 5.09191
H 3.53913 6.19263 0.51281
H 3.22353 7.03692 -1.77175
H 3.44264 9.44856 -2.31915
H 3.91898 11.04972 -0.44222
H 4.21346 10.25328 1.82941
H 7.42807 5.31901 4.52840
H 8.63287 3.09624 5.03211
H 9.08186 1.49505 3.18744
H 8.24613 2.05815 0.92418
H 6.90932 4.14985 0.51461
H 3.65190 3.49427 2.64676
H 3.43126 1.89967 4.55367

=====

DFT (ωB97M-V/def2-TZVPD) results for a molecular structure, C28H29N2O6Ru.

Summary:
* M: 590.6 Da
* ΔE to the lowest compared entry with this formula, charge and spin: 0.0 kJ/mol
* ⟨S²⟩: 0.754
* largest force on an atom: 0.4 eV/Å
* total energy: -47354.16295 eV
* HOMO energy (spin up / spin down): -8.18 / -8.11 eV
* 2S+1: 2
* frontier orbital gap (spin up / spin down): 7.91 / 7.38 eV
* charge: 0
* LUMO energy (spin up / spin down): -0.272 / -0.720 eV

Positions of all 66 atoms, in Å:
Ru 0.76579 1.41831 0.58002
O 1.69372 3.73995 3.64724
C 1.80067 3.01122 2.69350
O 0.92141 2.05007 2.43762
C 3.06490 3.01469 1.81753
C 3.55440 1.54973 1.73603
C 5.04267 1.46604 1.45691
C 5.10594 2.03978 0.02497
C 3.62761 2.16845 -0.34148
O 2.98184 1.12946 0.46563
C 2.97295 3.39353 0.28572
C 1.51388 3.46229 -0.21057
O 0.69798 4.12468 0.42719
O 1.17197 2.63028 -1.15615
H 3.78782 3.65220 2.32150
H 3.17354 0.90473 2.52239
H 5.36083 0.42449 1.47571
H 5.63103 2.02283 2.18381
H 5.63079 1.37594 -0.65897
H 5.58984 3.01541 -0.01623
H 3.38166 2.01239 -1.38467
H 3.47404 4.33794 0.07741
C -4.65459 -1.48836 -3.62309
C -4.77863 -1.99575 -2.19376
N -3.88682 -1.30565 -1.25979
C -2.74436 -2.06153 -0.75167
C -1.71222 -2.35561 -1.83158
C -4.26407 -0.06460 -0.87332
O -5.30362 0.45355 -1.25500
C -3.38836 0.71702 0.06786
C -3.99137 1.41903 1.10449
C -3.21373 2.23032 1.90915
C -1.85494 2.31957 1.66916
N -1.27346 1.64065 0.67422
C -2.02909 0.86749 -0.11376
H -5.31776 -2.05352 -4.27927
H -3.63421 -1.59881 -3.99139
H -4.93518 -0.43789 -3.67472
H -4.53236 -3.05715 -2.14123
H -5.80301 -1.86866 -1.84267
H -3.12536 -3.00054 -0.33879
H -2.28877 -1.52475 0.07823
H -2.12710 -3.00128 -2.60715
H -0.84420 -2.85654 -1.40397
H -1.37297 -1.43465 -2.30971
H -5.06038 1.33559 1.24794
H -3.64443 2.79725 2.72165
H -1.19937 2.93597 2.26744
H -1.50921 0.36463 -0.92112
C 1.87855 -3.44151 -1.78313
C 1.93154 -2.07136 -2.11941
C 1.54180 -1.12577 -1.21432
C 1.06754 -1.49375 0.07325
C 0.64208 -0.52224 1.02836
C 0.14469 -0.94057 2.23860
C 0.06046 -2.31459 2.55124
C 0.47933 -3.25984 1.65908
C 0.99369 -2.87266 0.39863
C 1.42317 -3.82895 -0.55575
H 2.19860 -4.18286 -2.50389
H 2.28689 -1.77210 -3.09705
H 1.59974 -0.07550 -1.48612
H -0.16797 -0.21044 2.97641
H -0.33253 -2.61366 3.51513
H 0.42328 -4.31468 1.90030
H 1.37342 -4.87972 -0.29457